Computed, not measured: C20H46BiOP4Se as an isolated structure at a distorted geometry, with ωB97M-V with the def2-TZVPD basis set.

LUMO energy: -11.1947 eV
Total charge: +3
HOMO: -0.539 hartree
Gap between HOMO and LUMO: 3.47 eV
ΔE to the lowest compared entry with this formula, charge and spin: 136.3 kJ/mol
2S+1: 1

```
73
Properties=species:S:1:pos:R:3:forces:R:3:mulliken_charge:R:1
Bi 0.200 -0.086 -0.094 -0.20 -0.29 -0.99 0.394
P 0.048 1.241 2.267 0.42 -0.09 -0.29 0.899
P -2.505 -0.541 -0.084 -0.78 -0.61 0.01 0.810
P -0.214 2.240 -1.396 0.66 -0.21 -0.07 0.693
H 8.732 -1.331 -4.056 0.01 0.27 0.00 0.273
C 8.829 -0.245 -4.025 0.98 0.85 1.40 -0.570
C 9.513 0.370 -3.021 -0.92 -0.84 -1.41 -0.448
H 9.979 -0.204 -2.219 -0.15 0.15 -0.21 0.245
C 0.530 0.215 3.665 -0.12 -0.19 0.21 -1.088
C -1.498 2.050 2.714 -0.19 0.11 0.04 -1.267
C 1.381 2.487 2.121 -0.27 -0.12 -0.18 -1.175
C -2.980 -1.454 -1.600 0.49 0.19 0.14 -1.231
C -3.011 -1.581 1.334 0.34 0.12 -0.03 -0.942
C -3.614 0.913 -0.029 0.46 0.09 0.01 -1.182
C 1.496 2.762 -1.772 -0.21 0.11 0.15 -1.064
C -1.080 3.601 -0.567 -0.04 -0.03 0.10 -1.168
C -1.053 1.970 -2.977 -0.13 -0.14 0.01 -0.931
H 8.415 0.328 -4.856 0.10 -0.14 0.20 0.267
H 9.659 1.451 -3.015 -0.06 -0.29 0.01 0.246
H 1.440 -0.364 3.466 -0.19 0.31 -0.04 0.157
H -0.274 -0.491 3.911 0.17 0.21 -0.02 0.327
H 0.701 0.895 4.509 0.01 -0.24 0.00 0.549
H -2.277 1.294 2.906 0.32 0.30 0.07 0.406
H -1.850 2.735 1.929 0.21 -0.19 0.35 0.293
H -1.291 2.616 3.631 -0.30 -0.02 -0.09 0.541
H 2.345 1.981 1.966 -0.26 0.12 0.14 0.379
H 1.398 3.023 3.075 0.18 0.09 -0.13 0.515
H 1.222 3.197 1.294 0.00 -0.26 0.43 0.279
H -4.036 -1.731 -1.505 0.14 0.00 -0.09 0.522
H -2.358 -2.355 -1.705 -0.26 0.21 0.06 0.324
H -2.831 -0.824 -2.490 -0.13 -0.20 0.28 0.321
H -4.107 -1.643 1.325 0.22 -0.06 0.08 0.565
H -2.665 -1.126 2.278 -0.21 -0.20 -0.36 0.268
H -2.559 -2.582 1.249 -0.23 0.43 -0.01 0.177
H -4.634 0.512 -0.049 0.09 0.22 -0.01 0.555
H -3.446 1.564 -0.902 -0.19 -0.28 0.31 0.308
H -3.454 1.486 0.898 -0.20 -0.25 -0.39 0.313
H 1.429 3.777 -2.180 0.29 -0.14 -0.03 0.507
H 1.960 2.075 -2.498 -0.25 0.22 0.17 0.357
H 2.113 2.763 -0.858 -0.25 0.11 -0.35 0.290
H -1.116 4.401 -1.317 -0.14 0.08 0.36 0.555
H -0.544 3.942 0.335 -0.21 -0.04 -0.48 0.371
H -2.103 3.294 -0.285 0.45 0.26 -0.25 0.275
H -1.279 2.965 -3.379 -0.05 -0.22 -0.14 0.519
H -1.985 1.396 -2.843 0.29 0.34 -0.07 0.250
H -0.402 1.402 -3.658 -0.21 0.32 0.24 0.341
C 2.307 -0.856 -2.920 1.57 0.18 -0.74 0.967
C 3.338 -0.510 -2.014 -0.83 -0.34 -0.14 0.190
C 4.651 -0.392 -2.468 0.01 -0.03 -0.48 -1.034
C 4.947 -0.624 -3.816 -0.42 -0.08 -0.10 -0.297
C 3.926 -0.966 -4.722 0.26 0.10 0.37 -0.871
C 2.617 -1.067 -4.278 0.03 0.14 0.64 -1.095
Se 0.459 -1.225 -2.732 -0.64 0.37 2.10 -0.027
H 1.952 0.294 0.200 -0.34 -0.18 0.09 -0.004
H 3.138 -0.336 -0.954 0.16 -0.18 -0.46 0.315
H 5.450 -0.123 -1.769 -0.32 -0.12 -0.31 0.455
H 5.970 -0.542 -4.165 -0.06 0.01 0.06 0.332
H 4.126 -1.160 -5.773 0.17 0.08 0.22 0.431
H 1.801 -1.342 -4.949 0.31 0.09 -0.15 0.417
C 0.169 -4.324 2.279 0.46 -0.02 -0.15 -1.053
P 1.051 -3.206 1.196 -0.74 0.61 0.00 1.006
C 1.174 -3.855 -0.484 0.23 -0.18 0.32 -0.875
C 2.651 -2.668 1.825 -0.02 -0.44 -0.04 -0.916
O 0.088 -1.977 1.256 0.31 0.91 -0.93 -0.986
H 0.048 -3.780 3.229 0.14 -0.44 -0.18 0.337
H 0.715 -5.269 2.388 -0.42 0.09 0.21 0.463
H -0.830 -4.450 1.827 0.46 -0.24 0.17 0.336
H 1.684 -4.833 -0.452 -0.16 0.34 -0.14 0.514
H 0.163 -3.974 -0.889 0.15 -0.14 0.19 0.251
H 1.704 -3.166 -1.156 0.08 -0.27 0.35 0.101
H 3.095 -1.899 1.174 -0.16 -0.35 0.06 0.247
H 2.503 -2.238 2.826 0.11 -0.32 -0.23 0.303
H 3.319 -3.541 1.875 0.02 0.37 0.10 0.468
```
Positions in Å, forces in eV/Å.